[1]
Computed, not measured: a structure of composition C35H45BrHgN4P2, with the ωB97M-V functional and the def2-TZVPD basis.

Its spin multiplicity is 1. The calculation puts the HOMO energy (alpha / beta) at -12.545 / -12.546 eV. As for the energy above the lowest of the compared OMol25 structures with the same formula, charge and spin: 0.0 kcal/mol. The value obtained for the total energy is -4989.11794 Eh. Its net charge is +2. As for the molar mass: 864.215 g/mol.

Atoms and positions in Å:
C (6.24, 4.08, -4.05)
C (4.94, 4.46, -3.68)
C (4.50, 5.74, -4.04)
C (5.36, 6.58, -4.75)
N (6.60, 6.21, -5.10)
C (7.03, 4.99, -4.76)
C (4.06, 3.56, -2.96)
C (3.37, 2.76, -2.34)
C (2.61, 1.93, -1.47)
C (2.45, 0.56, -1.72)
C (1.60, -0.19, -0.89)
C (0.94, 0.50, 0.12)
C (1.19, 1.82, 0.47)
C (2.00, 2.57, -0.37)
Hg (-0.96, -0.03, 0.87)
P (-1.91, -1.27, -1.05)
H (3.50, 6.09, -3.78)
H (6.64, 3.10, -3.80)
H (5.04, 7.59, -5.04)
H (8.05, 4.72, -5.07)
H (2.14, 3.64, -0.20)
H (2.96, 0.09, -2.57)
H (0.68, 2.28, 1.32)
H (1.44, -1.25, -1.03)
C (-3.41, -2.11, -0.43)
C (-4.68, -2.00, -1.28)
H (-3.58, -1.71, 0.58)
H (-3.14, -3.17, -0.30)
H (-5.48, -2.57, -0.79)
H (-5.03, -0.96, -1.37)
H (-4.55, -2.41, -2.29)
C (-2.38, 0.27, -1.94)
C (-1.96, 0.37, -3.40)
H (-1.90, 1.09, -1.38)
H (-3.47, 0.43, -1.82)
H (-2.18, 1.39, -3.76)
H (-0.89, 0.20, -3.54)
H (-2.52, -0.33, -4.03)
C (-1.06, -2.43, -2.15)
C (-1.97, -3.18, -3.13)
H (-0.54, -3.14, -1.50)
H (-0.27, -1.89, -2.70)
H (-1.36, -3.78, -3.83)
H (-2.65, -3.87, -2.62)
H (-2.57, -2.51, -3.75)
Br (-1.64, -0.92, 3.20)
P (-3.13, 3.62, 1.64)
C (-3.79, 2.65, 0.24)
C (-5.33, 2.73, 0.20)
H (-3.45, 1.61, 0.36)
H (-3.35, 3.07, -0.68)
H (-5.70, 2.38, -0.77)
H (-5.78, 2.11, 0.98)
H (-5.68, 3.76, 0.34)
C (-2.59, 2.43, 2.91)
C (-2.79, 3.11, 4.27)
H (-1.54, 2.14, 2.74)
H (-3.20, 1.51, 2.82)
H (-2.79, 2.37, 5.07)
H (-2.00, 3.83, 4.47)
H (-3.75, 3.64, 4.28)
C (-1.59, 4.38, 0.98)
C (-1.87, 5.78, 0.42)
H (-1.18, 3.71, 0.20)
H (-0.87, 4.43, 1.82)
H (-0.93, 6.33, 0.29)
H (-2.37, 5.73, -0.56)
H (-2.51, 6.36, 1.10)
N (2.09, -10.21, 6.05)
C (2.13, -9.22, 5.42)
C (2.15, -8.03, 4.63)
C (3.20, -7.10, 4.75)
C (3.19, -5.93, 3.98)
C (2.12, -5.68, 3.12)
C (1.09, -6.62, 2.96)
C (1.12, -7.79, 3.71)
N (2.06, -4.46, 2.43)
C (3.09, -3.52, 2.33)
C (2.58, -2.49, 1.58)
N (1.29, -2.77, 1.21)
C (0.98, -3.95, 1.74)
H (4.03, -7.29, 5.44)
H (4.02, -5.22, 4.07)
H (0.29, -6.44, 2.24)
H (0.33, -8.54, 3.58)
H (4.06, -3.66, 2.76)
H (3.09, -1.57, 1.29)
H (0.04, -4.47, 1.69)

[2]
Computed, not measured: a cluster of 8 separate species, C26H47NO7 in total, with the ωB97M-V functional and the def2-TZVPD basis.

Its spin multiplicity is 1. The calculation puts the HOMO energy at -9.205 eV. As for the energy above the lowest of the compared OMol25 structures with the same formula, charge and spin: 0.0 kcal/mol. The value obtained for the total energy is -1600.27669 Eh. Its structure (SMILES) is c1ccncc1.CC(C)=O.CC(C)=O.CC(C)=O.CC(C)=O.CC(C)=O.CC(C)=O.CC(C)=O. As for the molar mass: 485.662 g/mol.

Atoms and positions in Å:
C (2.01, 3.05, 3.63)
C (0.77, 2.45, 3.59)
C (0.67, 1.15, 3.08)
N (1.69, 0.43, 2.64)
C (2.90, 1.03, 2.70)
C (3.11, 2.30, 3.21)
H (2.11, 4.08, 3.96)
H (-0.13, 2.94, 3.93)
H (-0.29, 0.65, 2.98)
H (3.75, 0.39, 2.48)
H (4.09, 2.76, 3.19)
C (-2.19, 2.96, -3.40)
C (-3.04, 2.07, -2.52)
C (-3.22, 0.63, -2.94)
O (-3.59, 2.46, -1.52)
H (-2.13, 2.45, -4.36)
H (-1.20, 3.12, -2.97)
H (-2.69, 3.91, -3.54)
H (-2.28, 0.07, -2.97)
H (-3.66, 0.62, -3.94)
H (-3.87, 0.10, -2.25)
C (3.55, -2.60, 2.52)
C (4.06, -3.90, 3.12)
C (3.48, -4.35, 4.44)
O (4.92, -4.52, 2.55)
H (4.30, -1.83, 2.74)
H (2.56, -2.28, 2.81)
H (3.71, -2.65, 1.44)
H (2.47, -4.73, 4.29)
H (3.47, -3.52, 5.14)
H (4.03, -5.22, 4.81)
C (-0.10, -4.08, -1.18)
C (-1.04, -4.56, -0.12)
C (-0.77, -4.11, 1.29)
O (-2.01, -5.24, -0.40)
H (0.06, -3.02, -1.00)
H (-0.53, -4.31, -2.15)
H (0.85, -4.63, -1.19)
H (-1.52, -3.37, 1.57)
H (0.20, -3.64, 1.48)
H (-0.91, -4.93, 2.00)
C (1.14, -0.79, -0.40)
C (0.60, 0.42, -1.13)
C (-0.34, 1.30, -0.38)
O (0.83, 0.57, -2.31)
H (2.07, -0.60, 0.14)
H (1.48, -1.55, -1.10)
H (0.37, -1.20, 0.25)
H (-1.03, 1.91, -0.98)
H (0.11, 2.01, 0.31)
H (-1.05, 0.64, 0.12)
C (2.33, -2.54, -4.26)
C (1.40, -1.45, -4.73)
C (1.92, -0.06, -5.00)
O (0.21, -1.69, -4.84)
H (2.52, -3.20, -5.12)
H (1.89, -3.08, -3.43)
H (3.31, -2.14, -3.99)
H (2.11, -0.10, -6.08)
H (2.74, 0.28, -4.38)
H (1.05, 0.58, -4.84)
C (-3.37, 0.77, 1.80)
C (-3.55, -0.62, 1.16)
C (-4.98, -1.07, 1.07)
O (-2.59, -1.21, 0.76)
H (-4.00, 1.50, 1.28)
H (-2.36, 1.12, 1.57)
H (-3.55, 0.80, 2.87)
H (-5.44, -0.52, 0.24)
H (-5.48, -0.80, 2.00)
H (-4.97, -2.14, 0.86)
C (-1.98, 5.09, -0.20)
C (-0.55, 5.17, -0.72)
C (0.50, 4.97, 0.37)
O (-0.29, 5.44, -1.86)
H (-2.72, 4.96, -0.99)
H (-2.19, 5.99, 0.38)
H (-2.05, 4.21, 0.44)
H (1.47, 4.78, -0.08)
H (0.33, 4.22, 1.14)
H (0.50, 5.92, 0.90)

What did the second record say?
Computed, not measured: a cluster of 8 separate species, C26H47NO7 in total, with the ωB97M-V functional and the def2-TZVPD basis.

Its spin multiplicity is 1. The calculation puts the HOMO energy at -9.205 eV. As for the energy above the lowest of the compared OMol25 structures with the same formula, charge and spin: 0.0 kcal/mol. The value obtained for the total energy is -1600.27669 Eh. Its structure (SMILES) is c1ccncc1.CC(C)=O.CC(C)=O.CC(C)=O.CC(C)=O.CC(C)=O.CC(C)=O.CC(C)=O. As for the molar mass: 485.662 g/mol.

Atoms and positions in Å:
C (2.01, 3.05, 3.63)
C (0.77, 2.45, 3.59)
C (0.67, 1.15, 3.08)
N (1.69, 0.43, 2.64)
C (2.90, 1.03, 2.70)
C (3.11, 2.30, 3.21)
H (2.11, 4.08, 3.96)
H (-0.13, 2.94, 3.93)
H (-0.29, 0.65, 2.98)
H (3.75, 0.39, 2.48)
H (4.09, 2.76, 3.19)
C (-2.19, 2.96, -3.40)
C (-3.04, 2.07, -2.52)
C (-3.22, 0.63, -2.94)
O (-3.59, 2.46, -1.52)
H (-2.13, 2.45, -4.36)
H (-1.20, 3.12, -2.97)
H (-2.69, 3.91, -3.54)
H (-2.28, 0.07, -2.97)
H (-3.66, 0.62, -3.94)
H (-3.87, 0.10, -2.25)
C (3.55, -2.60, 2.52)
C (4.06, -3.90, 3.12)
C (3.48, -4.35, 4.44)
O (4.92, -4.52, 2.55)
H (4.30, -1.83, 2.74)
H (2.56, -2.28, 2.81)
H (3.71, -2.65, 1.44)
H (2.47, -4.73, 4.29)
H (3.47, -3.52, 5.14)
H (4.03, -5.22, 4.81)
C (-0.10, -4.08, -1.18)
C (-1.04, -4.56, -0.12)
C (-0.77, -4.11, 1.29)
O (-2.01, -5.24, -0.40)
H (0.06, -3.02, -1.00)
H (-0.53, -4.31, -2.15)
H (0.85, -4.63, -1.19)
H (-1.52, -3.37, 1.57)
H (0.20, -3.64, 1.48)
H (-0.91, -4.93, 2.00)
C (1.14, -0.79, -0.40)
C (0.60, 0.42, -1.13)
C (-0.34, 1.30, -0.38)
O (0.83, 0.57, -2.31)
H (2.07, -0.60, 0.14)
H (1.48, -1.55, -1.10)
H (0.37, -1.20, 0.25)
H (-1.03, 1.91, -0.98)
H (0.11, 2.01, 0.31)
H (-1.05, 0.64, 0.12)
C (2.33, -2.54, -4.26)
C (1.40, -1.45, -4.73)
C (1.92, -0.06, -5.00)
O (0.21, -1.69, -4.84)
H (2.52, -3.20, -5.12)
H (1.89, -3.08, -3.43)
H (3.31, -2.14, -3.99)
H (2.11, -0.10, -6.08)
H (2.74, 0.28, -4.38)
H (1.05, 0.58, -4.84)
C (-3.37, 0.77, 1.80)
C (-3.55, -0.62, 1.16)
C (-4.98, -1.07, 1.07)
O (-2.59, -1.21, 0.76)
H (-4.00, 1.50, 1.28)
H (-2.36, 1.12, 1.57)
H (-3.55, 0.80, 2.87)
H (-5.44, -0.52, 0.24)
H (-5.48, -0.80, 2.00)
H (-4.97, -2.14, 0.86)
C (-1.98, 5.09, -0.20)
C (-0.55, 5.17, -0.72)
C (0.50, 4.97, 0.37)
O (-0.29, 5.44, -1.86)
H (-2.72, 4.96, -0.99)
H (-2.19, 5.99, 0.38)
H (-2.05, 4.21, 0.44)
H (1.47, 4.78, -0.08)
H (0.33, 4.22, 1.14)
H (0.50, 5.92, 0.90)